40
Properties=species:S:1:pos:R:3:forces:R:3:nbo_charge:R:1 method="wB97M-V/def2-TZVPD" s_squared=2.061 e_lumo_ha="-0.1188 / -0.2523" charge=+1 spin_multiplicity=3
Pt -0.811 0.591 -0.821 -1.24 0.17 -0.35 0.896
N -2.537 1.276 -1.826 0.53 -0.21 0.27 -0.764
C -3.779 1.515 -1.043 -0.36 -0.08 0.14 -0.221
C -4.215 0.293 -0.260 0.51 -0.13 0.42 -0.542
C -3.285 -0.017 0.930 -1.07 0.11 -0.79 0.797
O -3.743 -0.444 1.963 0.40 0.03 0.00 -0.597
O -2.025 0.234 0.734 1.07 -0.02 0.68 -0.799
H -2.303 2.139 -2.306 0.00 0.03 -0.04 0.400
H -2.738 0.580 -2.540 -0.05 0.01 -0.07 0.401
H -4.576 1.796 -1.735 0.09 0.08 -0.05 0.210
H -3.602 2.354 -0.372 0.10 0.00 -0.02 0.221
H -4.238 -0.598 -0.895 -0.10 0.04 -0.07 0.226
H -5.211 0.448 0.146 -0.05 -0.04 -0.09 0.260
O 1.183 -2.875 5.845 0.00 -0.06 0.23 -0.636
C 2.158 -2.468 5.031 0.27 0.04 -0.17 0.744
O 3.312 -2.613 5.317 -0.06 0.00 0.03 -0.510
C 1.779 -1.820 3.729 -0.31 0.05 0.11 -0.035
C 0.506 -1.287 3.465 0.25 -0.02 -0.26 -0.192
C 0.235 -0.727 2.247 -0.73 0.05 0.46 -0.186
C 1.218 -0.643 1.219 0.20 0.24 -0.78 0.346
C 2.514 -1.172 1.519 0.39 -0.18 0.27 -0.240
C 2.772 -1.729 2.737 0.21 -0.01 -0.23 -0.147
N 0.940 -0.076 0.024 -0.74 -0.26 1.11 -0.504
C 1.988 0.108 -0.866 0.78 0.05 -0.59 0.052
C 1.728 0.640 -2.111 -0.13 0.04 0.01 0.087
C 2.732 0.860 -3.086 0.05 -0.05 0.10 -0.161
C 2.395 1.389 -4.298 -0.25 0.07 -0.10 -0.156
C 1.046 1.688 -4.548 0.35 -0.01 -0.10 -0.220
C 0.108 1.451 -3.569 -0.21 -0.04 0.12 0.069
N 0.408 0.955 -2.366 0.45 0.02 -0.20 -0.441
H 0.298 -2.747 5.490 -0.06 0.01 -0.12 0.491
H -0.283 -1.289 4.206 0.00 -0.01 0.01 0.232
H -0.757 -0.342 2.070 -0.01 0.10 -0.20 0.291
H 3.314 -1.155 0.796 -0.05 -0.08 0.13 0.222
H 3.758 -2.118 2.955 -0.04 -0.03 0.07 0.263
H 3.006 -0.132 -0.602 -0.14 0.10 -0.05 0.211
H 3.754 0.597 -2.849 -0.01 0.02 0.02 0.240
H 3.143 1.572 -5.057 0.02 -0.02 0.02 0.246
H 0.737 2.098 -5.498 -0.05 -0.01 0.02 0.246
H -0.931 1.668 -3.777 0.00 -0.01 0.07 0.196